Entry 1:
The following is a quantum chemistry calculation of a 2-piece molecular cluster, C17H24ClNO10P overall in a non-equilibrium geometry, from the Open Molecules 2025 dataset.

Structure (ORCA input):
```
! wB97M-V def2-TZVPD RIJCOSX def2/J DEFGRID3
* xyz 1 1
C 5.074 -2.572 -0.247
C 4.118 -1.405 -0.894
C 4.700 -1.147 -2.440
C 2.542 -1.842 -1.085
C 1.912 -2.611 0.256
N 0.507 -2.116 0.608
C 0.479 -0.798 1.412
C 1.825 0.065 1.827
C 2.198 1.232 0.688
O 3.421 1.832 0.718
O 1.265 1.717 -0.341
C -0.951 -0.083 1.908
C -2.372 -0.823 1.574
C -3.836 -0.217 2.019
O -4.128 1.045 1.617
O -4.878 -0.931 2.775
C -2.253 -2.244 0.697
Cl -3.903 -3.056 0.342
C -0.782 -2.864 0.198
P -0.698 -4.491 -0.872
O -2.036 -4.813 -1.642
O -0.154 -5.813 0.169
O 0.524 -4.267 -2.144
H 6.086 -2.665 -0.866
H 5.362 -2.209 0.840
H 4.493 -3.594 -0.269
H 4.273 -0.426 -0.272
H 4.917 -2.183 -2.976
H 5.728 -0.594 -2.350
H 3.948 -0.509 -3.077
H 1.824 -0.969 -1.386
H 2.530 -2.603 -2.005
H 2.673 -2.520 1.172
H 1.944 -3.765 -0.021
H 1.540 0.700 2.799
H 2.745 -0.582 2.140
H 1.210 1.106 -1.133
H -0.972 0.934 2.511
H -5.734 -0.797 2.234
H 0.716 -6.157 -0.236
H 0.087 -3.546 -2.721
C -3.224 3.947 1.034
C -3.949 4.920 0.126
C -3.390 4.970 -1.263
O -3.696 6.291 -1.674
C -3.771 7.044 -0.537
O -3.825 8.261 -0.518
O -3.775 6.253 0.579
H -3.213 2.938 0.611
H -2.193 4.269 1.216
H -3.714 3.908 2.013
H -5.024 4.701 0.118
H -3.865 4.242 -1.927
H -2.304 4.835 -1.305
*
```

Summary:
HOMO-LUMO gap = 5.99 eV



Entry 2:
The following is a quantum chemistry calculation of C6H13N as an isolated structure in a non-equilibrium geometry, from the Open Molecules 2025 dataset.

Structure (ORCA input):
```
! wB97M-V def2-TZVPD RIJCOSX def2/J DEFGRID3
* xyz 0 1
C -2.068 -0.703 -0.396
C -1.759 0.348 0.703
C -0.648 1.295 0.319
C 0.617 0.939 0.081
C 1.063 -0.446 0.162
N 2.185 -1.194 -0.029
C 1.718 1.952 -0.180
H -2.843 -0.307 -1.065
H -2.431 -1.627 0.051
H -1.158 -0.875 -0.952
H -2.628 0.970 0.948
H -1.500 -0.157 1.625
H -0.114 -3.471 -0.840
H -0.801 2.362 0.348
H 0.423 -3.370 -0.344
H 1.907 -2.021 -0.577
H 1.959 -0.319 0.908
H 1.407 2.979 0.024
H 2.609 1.743 0.417
H 2.064 1.904 -1.204
*
```

Summary:
ΔE to the lowest compared entry with this formula, charge and spin = 161.5 kcal/mol
HOMO-LUMO gap = 7.34 eV



Entry 3:
The following is a quantum chemistry calculation of one molecule with the formula C9H16N2O5 in a non-equilibrium geometry, from the Open Molecules 2025 dataset.

Structure (ORCA input):
```
! wB97M-V def2-TZVPD RIJCOSX def2/J DEFGRID3
* xyz 0 1
C -2.152 -2.244 -1.144
C -1.149 -2.246 -0.085
C 0.190 -2.677 -0.708
C -1.023 -1.100 0.969
N -1.136 0.180 0.297
C -0.138 0.778 -0.489
O 0.544 0.125 -1.260
C 0.020 2.268 -0.624
N -0.652 3.020 0.402
C 1.503 2.617 -0.903
C 2.455 2.223 0.188
O 2.924 3.060 0.945
O 2.503 0.982 0.547
C 0.230 -1.307 1.992
O 0.164 -2.226 2.752
O 1.200 -0.418 1.928
H -2.858 -1.379 -1.104
H -1.585 -2.006 -2.027
H -2.659 -3.218 -1.263
H -1.491 -3.100 0.706
H -0.041 -3.495 -1.420
H 0.510 -1.992 -1.395
H 1.079 -2.926 -0.148
H -1.893 -0.936 1.635
H -1.586 0.881 0.829
H -0.537 2.424 -1.601
H -0.180 3.295 1.207
H -1.184 3.775 0.087
H 1.527 3.801 -1.027
H 1.752 2.155 -1.850
H 1.794 0.512 0.080
H 1.870 -0.827 2.488
*
```

Summary:
ΔE to the lowest compared entry with this formula, charge and spin = 55.7 kcal/mol
HOMO-LUMO gap = 10.24 eV
SMILES string = CC(C)[C@H](NC(=O)[C@@H](N)CC(=O)O)C(=O)O



Entry 4:
The following is a quantum chemistry calculation of one molecule with the formula C5H8N2O in a non-equilibrium geometry, from the Open Molecules 2025 dataset.

Structure (ORCA input):
```
! wB97M-V def2-TZVPD RIJCOSX def2/J DEFGRID3
* xyz 0 1
O 1.824 1.028 -1.547
C 0.966 0.461 -0.996
C -0.053 1.154 0.051
C 0.611 0.519 1.337
N 0.667 -1.065 1.019
C 0.646 -1.049 -0.440
C -0.959 -0.715 -0.759
N -1.292 0.576 -0.392
H 0.236 2.175 -0.151
H 1.592 1.141 1.515
H -0.124 0.753 2.084
H 0.094 -1.737 1.565
H 0.984 -1.840 -1.198
H -1.818 -1.497 -0.406
H -1.159 -0.734 -1.905
H -2.216 0.831 0.222
*
```

Summary:
ΔE to the lowest compared entry with this formula, charge and spin = 107.8 kcal/mol
HOMO-LUMO gap = 8.90 eV
SMILES string = O=C1[C@@H]2CN[C@H]1CN2



Entry 5:
The following is a quantum chemistry calculation of C39H38N4O4PSTc as an isolated structure, from the Open Molecules 2025 dataset.

Structure (ORCA input):
```
! wB97M-V def2-TZVPD RIJCOSX def2/J DEFGRID3
* xyz 2 1
Tc -0.243 0.014 0.385
C -4.197 -3.229 2.457
N -2.931 -2.847 1.835
C -1.872 -3.686 1.583
C -0.914 -2.940 0.981
N -1.388 -1.650 0.853
C -2.602 -1.637 1.389
H -4.003 -4.028 3.167
H -4.899 -3.570 1.699
H -4.606 -2.373 2.989
H -1.898 -4.727 1.850
H 0.060 -3.224 0.636
H -3.237 -0.774 1.488
N 0.007 -0.393 -1.358
P 1.135 -1.230 -2.247
C 2.831 -0.694 -2.059
C 3.836 -1.467 -2.644
C 5.149 -1.027 -2.611
C 5.458 0.191 -2.019
C 4.455 0.975 -1.469
C 3.141 0.535 -1.489
C 0.734 -0.993 -3.969
C 0.254 0.249 -4.385
C 0.049 0.488 -5.732
C 0.325 -0.506 -6.664
C 0.807 -1.740 -6.253
C 1.015 -1.988 -4.904
C 0.953 -2.968 -1.867
C -0.195 -3.624 -2.318
C -0.399 -4.955 -1.993
C 0.539 -5.632 -1.224
C 1.677 -4.980 -0.767
C 1.884 -3.645 -1.081
H 3.603 -2.406 -3.129
H 5.928 -1.630 -3.056
H 6.483 0.536 -2.005
H 4.693 1.937 -1.035
H 2.368 1.161 -1.072
H 0.031 1.022 -3.661
H -0.326 1.447 -6.061
H 0.163 -0.316 -7.716
H 1.019 -2.510 -6.981
H 1.394 -2.951 -4.590
H -0.917 -3.102 -2.932
H -1.280 -5.469 -2.352
H 0.387 -6.676 -0.986
H 2.406 -5.512 -0.173
H 2.760 -3.131 -0.710
C -2.662 4.693 5.416
C -1.591 4.142 4.524
C -0.305 3.914 5.000
C 0.686 3.403 4.178
C 0.378 3.097 2.859
C -0.892 3.349 2.350
C -1.864 3.863 3.183
S 1.637 2.583 1.769
O 2.290 3.684 1.145
O 1.060 1.643 0.776
N 2.761 1.825 2.643
C 2.641 0.751 3.644
C 2.620 -0.641 3.019
C 1.427 -0.741 2.125
O 1.533 -1.178 0.949
O 0.311 -0.234 2.482
H -2.260 5.001 6.379
H -3.432 3.942 5.599
H -3.147 5.552 4.954
H -0.067 4.156 6.027
H 1.688 3.276 4.560
H -1.107 3.184 1.309
H -2.848 4.076 2.785
H 3.604 2.381 2.648
H 1.754 0.905 4.255
H 3.517 0.860 4.282
H 2.561 -1.399 3.803
H 3.514 -0.821 2.425
C -1.613 0.971 0.038
C -2.662 1.766 -0.501
C -2.318 3.002 -1.069
C -3.310 3.787 -1.630
C -4.625 3.339 -1.640
C -4.962 2.104 -1.097
C -3.985 1.311 -0.525
H -1.287 3.330 -1.075
H -3.058 4.743 -2.066
H -5.395 3.955 -2.083
H -5.987 1.763 -1.125
H -4.241 0.342 -0.120
*
```

Summary:
ΔE to the lowest compared entry with this formula, charge and spin = 0.0 kcal/mol
HOMO-LUMO gap (alpha / beta) = 6.91 / 6.91 eV



Entry 6:
The following is a quantum chemistry calculation of C15H26IO2P2TcTe as an isolated structure in a non-equilibrium geometry, from the Open Molecules 2025 dataset.

Structure (ORCA input):
```
! wB97M-V def2-TZVPD RIJCOSX def2/J DEFGRID3
* xyz 3 4
C -5.872 2.871 -3.033
C -5.330 1.779 -2.160
H -6.966 2.774 -3.148
H -5.395 2.811 -4.014
H -5.639 3.838 -2.580
O -5.908 0.882 -1.613
I -3.162 1.952 -1.922
Tc -0.029 0.237 -0.171
P -0.276 1.619 1.654
C -0.393 0.707 3.244
C 0.816 3.020 2.122
H 0.407 3.542 2.994
H -2.005 3.197 2.268
H 0.885 3.730 1.290
H -2.013 2.876 0.496
H 0.519 0.123 3.420
H 1.825 2.657 2.357
C -1.905 2.429 1.493
H -0.529 1.429 4.060
H -2.687 1.675 1.605
H -1.248 0.022 3.205
P 0.326 -1.050 -2.049
C 0.370 -2.856 -1.714
C -1.140 -0.856 -3.121
H 1.711 0.151 -3.657
H 1.623 -1.582 -4.052
H 2.674 -1.018 -2.717
C 1.717 -0.859 -3.233
H -1.377 0.206 -3.259
H -0.946 -1.331 -4.090
H 0.558 -3.388 -2.656
H -0.595 -3.169 -1.297
H -1.996 -1.328 -2.634
H 1.159 -3.104 -0.992
C -0.372 -1.303 0.877
O -0.489 -2.267 1.550
Te 2.487 0.433 0.105
C 3.164 -1.099 1.495
C 3.410 -2.403 1.039
C 3.755 -3.401 1.983
C 3.875 -3.076 3.338
C 3.694 -1.758 3.765
C 3.336 -0.761 2.849
H 3.322 -2.615 -0.023
H 3.914 -4.431 1.664
H 4.108 -3.855 4.062
H 3.821 -1.519 4.825
H 3.177 0.283 3.140
*
```

Summary:
HOMO-LUMO gap (alpha / beta) = 6.32 / 2.38 eV



Entry 7:
The following is a quantum chemistry calculation of one molecule with the formula C2H3N3O, from the Open Molecules 2025 dataset.

Structure (ORCA input):
```
! wB97M-V def2-TZVPD RIJCOSX def2/J DEFGRID3
* xyz 0 1
O 2.170 -0.399 -0.226
C 0.854 -0.182 -0.126
N -0.034 -1.185 -0.362
C -1.179 -0.591 -0.131
N -0.996 0.706 0.182
N 0.342 0.980 0.217
H 2.613 0.449 -0.081
H -2.161 -1.044 -0.216
H -1.612 1.265 0.742
*
```

Summary:
ΔE to the lowest compared entry with this formula, charge and spin = 8.8 kcal/mol
HOMO-LUMO gap = 10.44 eV
SMILES string = Oc1nc[nH]n1



Entry 8:
The following is a quantum chemistry calculation of BH4NO as an isolated structure in a non-equilibrium geometry, from the Open Molecules 2025 dataset.

Structure (ORCA input):
```
! wB97M-V def2-TZVPD RIJCOSX def2/J DEFGRID3
* xyz 0 1
B -0.716 -0.110 0.081
N 1.252 -0.149 -0.537
O -0.950 0.911 0.859
H -1.147 -0.755 -0.756
H 1.464 -1.009 -0.919
H 1.994 0.031 0.165
H -1.897 1.081 1.107
*
```

Summary:
ΔE to the lowest compared entry with this formula, charge and spin = 69.1 kcal/mol
HOMO-LUMO gap = 8.64 eV